1.
Molecular formula: C7H17N2O
Method: DFT, ωB97M-V/def2-TZVPD

```
27
Properties=species:S:1:pos:R:3
C -0.633 -0.729 -1.845
C -0.170 0.359 -1.282
C -1.837 -1.466 -1.331
C -0.052 -1.252 -3.060
C 1.146 1.027 -1.416
C 1.564 0.280 3.998
C -0.992 1.159 0.207
N -2.158 1.668 -0.177
N 1.320 -0.253 2.580
O -0.475 1.084 1.345
H -1.406 -2.210 -0.600
H -2.405 -0.718 -0.770
H -2.432 -2.092 -2.053
H -0.829 -1.745 -3.552
H 0.568 -2.171 -2.928
H 0.500 -0.511 -3.761
H 1.695 1.245 -0.473
H 0.968 2.042 -1.841
H 1.796 0.424 -2.138
H 0.610 0.336 4.527
H 2.157 -0.475 4.482
H 2.187 1.160 3.970
H -2.420 1.530 -1.177
H -2.526 2.479 0.444
H 1.177 -1.185 2.742
H 2.140 -0.239 2.087
H 0.508 0.250 2.025
```

## Properties
Gap between HOMO and LUMO (alpha / beta), Ha: 0.179 / 0.298
Charge: +1
Largest force on an atom, eV Å⁻¹: 13.82
Highest occupied orbital energy (alpha / beta), eV: -7.708 / -13.111
M, g/mol: 145.23
Multiplicity: 3

Atomic partial charges in e from the natural (NBO) method, atoms 1 to 4:
1 C -0.0533
2 C 0.0734
3 C -0.6502
4 C -0.6693

***

2.
Molecular formula: C19H46Cl2GdP2
Method: DFT, ωB97M-V/def2-TZVPD

```
70
Properties=species:S:1:pos:R:3
Gd 0.012 0.023 -0.841
Cl 1.823 -1.729 -0.810
P -0.037 0.478 3.712
C 0.754 2.082 4.296
C -1.549 0.367 4.802
C 1.149 -0.724 4.513
C 0.463 3.187 3.267
H 1.841 1.863 4.272
C 0.402 2.565 5.707
H -0.641 2.896 5.777
H 1.037 3.433 5.935
H 0.590 1.821 6.485
H 0.872 2.949 2.276
H 0.923 4.123 3.621
H -0.620 3.355 3.147
H 2.133 -0.360 4.165
C 0.929 -2.132 3.966
C 1.167 -0.694 6.057
H 1.684 0.186 6.449
H 1.709 -1.580 6.426
H 0.152 -0.734 6.490
H 1.124 -2.186 2.888
H -0.092 -2.482 4.139
H 1.618 -2.812 4.482
C -2.612 1.332 4.239
H -1.257 0.714 5.804
C -2.119 -1.050 4.903
H -2.311 2.390 4.284
H -3.528 1.218 4.839
H -2.846 1.077 3.193
H -2.276 -1.478 3.905
H -3.092 -0.993 5.407
H -1.491 -1.733 5.491
Cl -1.490 -1.235 0.525
H -0.679 1.521 0.675
P 0.137 -0.461 -3.657
C 1.690 -1.154 -4.561
C -1.170 -1.266 -4.730
C 0.138 1.263 -4.441
C 2.389 -2.390 -3.948
H 2.381 -0.295 -4.421
C 1.516 -1.520 -6.047
H 0.952 -2.470 -6.148
H 2.513 -1.706 -6.466
H 1.074 -0.729 -6.658
H 3.006 -2.177 -3.052
H 3.037 -2.807 -4.718
H 1.710 -3.219 -3.708
H 1.141 1.616 -4.145
C -0.903 2.221 -3.804
C 0.035 1.335 -5.971
H 0.990 1.079 -6.450
H -0.162 2.372 -6.255
H -0.797 0.743 -6.378
H -0.851 2.344 -2.698
H -1.933 1.942 -4.078
H -0.736 3.222 -4.231
C -1.266 -2.767 -4.434
H -0.760 -1.177 -5.741
C -2.555 -0.605 -4.788
H -0.349 -3.311 -4.707
H -2.039 -3.212 -5.089
H -1.518 -2.927 -3.376
H -2.953 -0.421 -3.781
H -3.228 -1.275 -5.355
H -2.567 0.317 -5.388
C 1.551 0.485 1.036
H 1.725 -0.545 1.411
H 1.631 1.108 1.912
H 2.431 0.730 0.379
```

## Properties
Gap between HOMO and LUMO (alpha / beta), Ha: 0.186 / 0.175
Charge: -1
Largest force on an atom, eV Å⁻¹: 3.79
Highest occupied orbital energy (alpha / beta), eV: -2.649 / -2.353
M, g/mol: 564.68
Multiplicity: 8

Atomic partial charges in e from the Mulliken method, atoms 1 to 4:
1 Gd -0.0506
2 Cl -0.5500
3 P 0.4600
4 C 0.3649

***

3.
Molecular formula: C4H9S
Method: DFT, ωB97M-V/def2-TZVPD

```
14
Properties=species:S:1:pos:R:3
C -0.234 -2.297 0.426
S -0.727 -1.229 -0.979
H -0.982 -2.254 1.211
H -0.018 -3.404 0.210
H 0.681 -1.771 0.647
C -0.647 1.733 0.669
C 0.637 1.775 0.001
C 1.804 1.661 0.627
H -0.576 0.865 1.423
H -0.829 2.671 1.164
H -1.368 1.421 -0.028
H 0.705 1.781 -1.113
H 2.697 1.967 0.180
H 1.959 1.156 1.632
```

## Properties
Gap between HOMO and LUMO, Ha: 0.227
Charge: -1
Largest force on an atom, eV Å⁻¹: 2.85
Energy above the lowest of the compared OMol25 structures with the same formula, charge and spin, kcal/mol: 36.15
Highest occupied orbital energy, eV: -2.026
M, g/mol: 89.18

Atomic partial charges in e from the natural (NBO) method, atoms 1 to 4:
1 C -0.7513
2 S -0.7431
3 H 0.1714
4 H 0.1620

***

4.
Molecular formula: C3H30NO10
Method: DFT, ωB97M-V/def2-TZVPD

```
44
Properties=species:S:1:pos:R:3
C -0.714 1.923 -1.750
C -1.734 0.866 -1.348
C -2.595 0.232 -2.400
N -1.091 -0.400 -0.693
H 0.013 2.133 -0.946
H -0.276 1.723 -2.743
H -1.212 2.904 -1.914
H -2.316 1.303 -0.533
H -2.160 -0.649 -2.946
H -2.849 0.944 -3.178
H -3.459 -0.317 -1.968
H -0.903 -0.334 0.319
H -1.710 -1.215 -0.802
H -0.284 -0.748 -1.263
H 0.360 4.719 -0.179
H -0.946 3.944 -0.158
O -0.219 4.218 0.409
H 2.129 -0.186 -1.948
H 1.491 -0.632 -3.271
O 1.269 -0.407 -2.361
H 0.159 -2.383 1.756
H 0.996 -2.875 0.557
O 0.092 -2.837 0.913
H 2.797 -0.178 2.092
H 2.064 1.083 1.555
O 2.927 0.640 1.592
H -3.103 -2.733 0.694
H -1.631 -3.232 0.519
O -2.454 -3.014 0.046
H 2.911 -1.661 -0.540
H 2.838 -3.289 -0.726
O 2.605 -2.519 -0.204
H -0.240 0.668 2.633
H 0.289 -0.526 3.429
O -0.027 -0.272 2.553
H -1.475 -1.440 2.793
H -2.263 -2.547 3.374
O -2.209 -2.030 2.554
H 4.302 0.401 -1.255
H 3.337 0.326 0.008
O 3.572 -0.088 -0.866
H 0.025 3.002 1.539
H 1.186 3.057 2.477
O 0.510 2.427 2.183
```

## Properties
Gap between HOMO and LUMO, Ha: 0.391
Charge: +1
Largest force on an atom, eV Å⁻¹: 1.87
Energy above the lowest of the compared OMol25 structures with the same formula, charge and spin, kcal/mol: 18.96
Highest occupied orbital energy, eV: -13.361
M, g/mol: 240.27

Atomic partial charges in e from the natural (NBO) method, atoms 1 to 4:
1 C -0.6396
2 C -0.0302
3 C -0.6574
4 N -0.7383

***

5.
Molecular formula: C3H7N3O
Method: DFT, ωB97M-V/def2-TZVPD

```
14
Properties=species:S:1:pos:R:3
H -4.048 -0.338 -0.411
N -3.281 -0.148 0.224
C -2.184 -0.175 -0.411
N -1.016 0.052 0.261
C 0.206 0.051 -0.376
O 0.383 -0.012 -1.579
N 1.195 0.147 0.515
C 2.613 0.090 0.222
H -2.007 -0.369 -1.473
H -1.076 0.217 1.257
H 1.066 0.049 1.509
H 2.900 0.292 -0.805
H 2.869 -0.997 0.345
H 2.381 1.140 0.719
```

## Properties
Gap between HOMO and LUMO, Ha: 0.368
Largest force on an atom, eV Å⁻¹: 4.68
Energy above the lowest of the compared OMol25 structures with the same formula, charge and spin, kcal/mol: 60.84
Highest occupied orbital energy, eV: -9.411
SMILES string: [H]/N=C/NC(=O)NC
M, g/mol: 101.11

Atomic partial charges in e from the natural (NBO) method, atoms 1 to 4:
1 H 0.3441
2 N -0.6926
3 C 0.2786
4 N -0.6421

***

6.
Molecular formula: C27H57N7O8PS
Method: DFT, ωB97M-V/def2-TZVPD

```
101
Properties=species:S:1:pos:R:3
C 3.933 -4.075 2.290
C 3.365 -2.585 2.100
C 4.279 -1.346 2.156
C 3.583 0.053 1.961
C 2.067 0.251 1.754
C 1.471 1.722 1.569
C 0.762 2.203 2.940
C 2.580 2.833 1.184
C 1.137 -1.021 1.739
O -0.267 -0.773 1.585
C -1.011 -1.978 1.385
N -2.515 -1.682 1.467
P -3.134 -2.005 3.137
N -2.272 -1.316 4.299
S -2.958 -0.105 0.827
C -2.872 1.213 2.154
O -4.432 -0.211 0.459
O -2.237 0.269 -0.436
C 1.815 -2.397 1.890
H 5.055 -4.165 2.123
H 3.343 -4.847 1.665
H 3.752 -4.343 3.401
H 5.408 -1.387 2.333
H 4.305 0.949 1.984
H 0.742 1.697 0.672
H 0.855 1.392 3.746
H 1.266 3.163 3.328
H -0.348 2.385 2.686
H 3.192 2.525 0.247
H 3.324 2.898 2.051
H 2.106 3.868 1.033
H -0.813 -2.333 0.318
H -0.825 -2.788 2.184
H -2.996 -2.391 0.856
H -4.496 -1.533 3.310
H -3.023 -3.432 3.322
H -1.512 -0.770 3.862
H -3.033 2.248 1.704
H -1.921 1.145 2.779
H -3.757 1.027 2.874
H 1.205 -3.356 1.876
C -5.896 -3.687 2.319
O -4.824 -4.286 2.329
N -7.005 -4.055 3.008
C -8.237 -3.293 2.945
C -6.956 -5.248 3.834
H -6.041 -2.770 1.726
H -8.496 -2.952 3.950
H -9.033 -3.936 2.561
H -8.129 -2.427 2.290
H -6.176 -5.130 4.589
H -6.710 -6.108 3.207
H -7.917 -5.414 4.323
C 4.432 3.231 -2.269
O 3.509 3.543 -1.534
N 5.488 4.030 -2.587
C 6.549 3.588 -3.470
C 5.553 5.365 -2.025
H 4.481 2.240 -2.748
H 7.497 3.622 -2.929
H 6.594 4.258 -4.332
H 6.371 2.568 -3.817
H 5.565 5.295 -0.934
H 4.667 5.926 -2.330
H 6.450 5.882 -2.369
C 4.374 4.700 -5.790
O 5.029 5.719 -5.918
N 3.877 3.949 -6.812
C 3.106 2.746 -6.579
C 4.128 4.366 -8.179
H 4.126 4.295 -4.796
H 3.617 1.899 -7.045
H 2.116 2.867 -7.025
H 2.995 2.552 -5.510
H 5.207 4.404 -8.350
H 3.714 5.366 -8.330
H 3.669 3.669 -8.882
C 0.400 1.239 -8.800
O 1.300 1.899 -9.284
N 0.276 -0.115 -8.898
C -0.827 -0.832 -8.293
C 1.282 -0.861 -9.631
H -0.415 1.707 -8.224
H -0.432 -1.555 -7.574
H -1.380 -1.359 -9.075
H -1.502 -0.148 -7.777
H 2.258 -0.694 -9.170
H 1.315 -0.500 -10.662
H 1.049 -1.927 -9.622
C -5.019 -2.936 8.825
O -5.931 -2.614 9.560
N -3.954 -2.149 8.499
C -2.903 -2.606 7.612
C -3.869 -0.813 9.058
H -4.985 -3.929 8.346
H -1.951 -2.582 8.147
H -2.855 -1.939 6.747
H -3.096 -3.624 7.268
H -3.853 -0.882 10.148
H -4.751 -0.243 8.757
H -2.968 -0.308 8.709
```

## Properties
Gap between HOMO and LUMO, Ha: 0.244
Charge: +1
Largest force on an atom, eV Å⁻¹: 9.73
Highest occupied orbital energy, eV: -10.321
M, g/mol: 670.84

Atomic partial charges in e from the Mulliken method, atoms 1 to 4:
1 C -1.1772
2 C 0.4349
3 C -0.8407
4 C -0.4654

***

> Which formula does entry 4 have?

C3H30NO10